No. 1
{"formula": "C50H72FN5O7Y", "method": "ωB97M-V with the def2-TZVPD basis set", "e_above_lowest_ev": 3.272, "total_charge": 1, "symbols": ["Y", "C", "N", "C", "C", "C", "N", "C", "C", "C", "C", "C", "C", "C", "O", "C", "C", "C", "C", "C", "C", "C", "C", "C", "C", "C", "C", "C", "C", "C", "O", "C", "C", "C", "C", "C", "C", "C", "C", "H", "H", "H", "H", "H", "H", "H", "H", "H", "H", "H", "H", "H", "H", "H", "H", "H", "H", "H", "H", "H", "H", "H", "H", "H", "H", "H", "H", "H", "H", "H", "H", "H", "H", "H", "H", "H", "H", "H", "H", "H", "H", "H", "H", "H", "H", "H", "H", "H", "H", "H", "H", "H", "H", "C", "C", "N", "C", "C", "C", "O", "O", "C", "O", "C", "C", "C", "F", "C", "C", "C", "N", "C", "C", "N", "C", "C", "H", "H", "H", "H", "H", "H", "H", "H", "H", "H", "H", "H", "H", "H", "H", "H", "H", "H", "O", "O"], "positions_angstrom": [[0.016, 0.912, -3.450], [0.329, 1.178, -6.580], [1.235, 1.372, -5.435], [2.354, 0.433, -5.603], [1.733, 2.764, -5.402], [1.012, 3.675, -4.383], [0.885, 3.084, -3.028], [2.227, 3.078, -2.418], [2.408, 2.215, -1.203], [2.908, 2.795, -0.054], [3.361, 2.018, 0.999], [3.344, 0.644, 0.798], [2.882, 0.011, -0.351], [2.300, 0.806, -1.377], [1.756, 0.362, -2.485], [3.202, -1.483, -0.457], [4.734, -1.635, -0.470], [2.670, -2.154, -1.719], [2.639, -2.243, 0.758], [3.947, 2.603, 2.274], [5.379, 2.085, 2.470], [4.022, 4.131, 2.232], [3.072, 2.183, 3.462], [-0.012, 3.922, -2.196], [-0.718, 3.281, -1.011], [-0.531, 3.829, 0.251], [-1.318, 3.451, 1.330], [-2.339, 2.540, 1.101], [-2.592, 1.963, -0.137], [-1.722, 2.308, -1.184], [-1.850, 1.642, -2.371], [-3.860, 1.117, -0.279], [-3.995, 0.318, -1.579], [-5.037, 2.106, -0.212], [-3.966, 0.102, 0.872], [-1.195, 4.055, 2.720], [-2.472, 4.854, 3.027], [-0.002, 5.001, 2.848], [-1.025, 2.936, 3.759], [0.851, 1.371, -7.528], [-0.533, 1.838, -6.492], [-0.030, 0.149, -6.581], [2.873, 0.608, -6.557], [1.971, -0.590, -5.590], [3.065, 0.535, -4.783], [1.616, 3.229, -6.391], [2.804, 2.746, -5.183], [0.008, 3.870, -4.764], [1.566, 4.625, -4.325], [2.522, 4.113, -2.175], [2.934, 2.701, -3.163], [2.988, 3.871, -0.020], [3.757, 0.024, 1.578], [5.149, -1.162, -1.355], [5.011, -2.688, -0.481], [5.187, -1.172, 0.402], [3.041, -1.664, -2.613], [1.586, -2.116, -1.752], [2.978, -3.200, -1.742], [3.174, -1.996, 1.671], [2.727, -3.318, 0.598], [1.589, -1.999, 0.903], [5.976, 2.302, 1.586], [5.401, 1.012, 2.640], [5.837, 2.574, 3.327], [4.680, 4.459, 1.430], [4.425, 4.502, 3.171], [3.041, 4.577, 2.091], [3.012, 1.099, 3.537], [2.064, 2.571, 3.336], [3.478, 2.574, 4.393], [-0.803, 4.317, -2.844], [0.557, 4.785, -1.812], [0.233, 4.579, 0.370], [-2.990, 2.298, 1.926], [-4.098, 0.966, -2.443], [-4.893, -0.297, -1.522], [-3.141, -0.336, -1.735], [-4.952, 2.840, -1.009], [-5.057, 2.635, 0.738], [-5.977, 1.574, -0.335], [-3.109, -0.568, 0.857], [-4.868, -0.496, 0.750], [-4.015, 0.578, 1.847], [-2.618, 5.633, 2.282], [-2.390, 5.321, 4.007], [-3.353, 4.217, 3.025], [-0.106, 5.861, 2.190], [0.923, 4.481, 2.616], [0.065, 5.370, 3.870], [-1.895, 2.287, 3.802], [-0.876, 3.366, 4.748], [-0.158, 2.326, 3.515], [-3.337, -5.748, -1.624], [-1.814, -5.762, -1.532], [-1.305, -4.410, -1.414], [-0.994, -3.752, -2.567], [-0.715, -2.435, -2.633], [-0.339, -1.752, -3.949], [0.530, -2.244, -4.653], [-1.000, -0.696, -4.182], [-0.727, -1.612, -1.449], [-0.552, -0.385, -1.448], [-0.952, -2.360, -0.208], [-0.855, -1.683, 1.008], [-1.041, -2.349, 2.196], [-0.904, -1.665, 3.356], [-1.364, -3.710, 2.220], [-1.496, -4.371, 1.007], [-1.262, -3.738, -0.223], [-1.576, -4.474, 3.402], [-0.587, -5.509, 3.668], [-1.272, -6.615, 4.503], [-2.625, -6.120, 4.854], [-2.537, -4.841, 5.594], [-1.930, -3.789, 4.636], [-3.717, -6.756, -1.756], [-3.649, -5.146, -2.473], [-3.775, -5.315, -0.728], [-1.396, -6.202, -2.439], [-1.473, -6.367, -0.691], [-0.980, -4.351, -3.465], [-0.602, -0.633, 0.992], [-1.768, -5.412, 1.039], [0.279, -5.103, 4.210], [-0.228, -5.909, 2.719], [-0.716, -6.822, 5.418], [-1.370, -7.543, 3.936], [-3.164, -6.824, 5.365], [-3.079, -5.886, 3.956], [-1.914, -4.985, 6.477], [-3.533, -4.545, 5.921], [-1.069, -3.306, 5.116], [-2.662, -3.015, 4.408], [-2.181, 2.537, -3.537], [-1.365, 2.157, -4.562]]}

No. 2
{"formula": "C2H9NS", "method": "ωB97M-V with the def2-TZVPD basis set", "smiles": "[H][H].C1CS1.N", "e_above_lowest_ev": 1.640, "total_charge": 0, "symbols": ["H", "H", "C", "C", "S", "H", "H", "H", "H", "N", "H", "H", "H"], "positions_angstrom": [[0.713, -1.013, -3.413], [1.282, -1.145, -2.966], [1.272, 0.983, 1.006], [0.901, 0.637, -0.404], [-0.354, 1.651, 0.466], [1.347, 0.132, 1.669], [1.995, 1.770, 1.166], [0.512, -0.361, -0.537], [1.413, 1.204, -1.164], [-2.289, -1.098, 0.796], [-1.423, -0.580, 0.893], [-2.353, -1.777, 1.543], [-3.015, -0.403, 0.943]]}

No. 3
{"formula": "C5H19N5O7Si", "method": "ωB97M-V with the def2-TZVPD basis set", "smiles": "CCN[Si@H](N)O.C[N+](=O)[O-].C[N+](=O)[O-].C[N+](=O)[O-]", "total_charge": 0, "total_energy_ha": -1291.6646, "symbols": ["C", "C", "N", "Si", "N", "O", "H", "H", "H", "H", "H", "H", "H", "H", "H", "H", "C", "N", "O", "O", "H", "H", "H", "C", "N", "O", "O", "H", "H", "H", "C", "N", "O", "O", "H", "H", "H"], "positions_angstrom": [[0.189, 0.327, 3.245], [1.356, -0.645, 3.204], [1.361, -1.418, 1.936], [1.318, -3.172, 2.115], [-0.308, -3.789, 2.143], [2.191, -3.681, 3.421], [0.175, 0.946, 2.363], [-0.725, -0.246, 3.312], [0.265, 0.937, 4.130], [2.258, -0.051, 3.242], [1.269, -1.261, 4.094], [0.481, -1.194, 1.479], [1.940, -3.754, 0.913], [-0.788, -3.317, 1.380], [-0.781, -3.590, 3.017], [2.427, -2.979, 4.043], [2.387, 1.023, -0.580], [1.451, 1.365, -1.686], [0.436, 0.710, -1.793], [1.765, 2.288, -2.413], [1.975, 0.188, -0.024], [3.342, 0.765, -1.026], [2.482, 1.905, 0.047], [-4.097, -1.711, -0.611], [-3.110, -1.868, 0.492], [-1.935, -1.974, 0.188], [-3.539, -1.877, 1.624], [-3.563, -1.719, -1.553], [-4.793, -2.540, -0.541], [-4.609, -0.766, -0.454], [0.299, 4.295, -4.618], [-0.656, 4.623, -5.713], [-1.664, 3.954, -5.806], [-0.357, 5.546, -6.443], [-0.090, 3.458, -4.053], [1.250, 4.045, -5.078], [0.396, 5.179, -3.997]]}

No. 4
{"formula": "C3H10FN2S", "method": "ωB97M-V with the def2-TZVPD basis set", "e_above_lowest_ev": 4.962, "total_charge": 1, "symbols": ["C", "C", "C", "N", "N", "F", "S", "H", "H", "H", "H", "H", "H", "H", "H", "H", "H"], "positions_angstrom": [[1.579, 0.073, 0.492], [-0.027, 1.067, -1.141], [-0.791, -0.651, 0.355], [-1.208, 0.018, 1.515], [0.367, -0.132, -0.435], [-1.290, -1.390, -1.998], [-2.182, -1.213, -0.602], [2.577, 0.277, -0.022], [1.217, 0.912, 1.166], [1.729, -0.824, 1.216], [-0.970, 1.106, -1.590], [0.011, 2.011, -0.660], [0.644, 1.090, -2.020], [0.251, -2.328, 1.019], [-0.491, 0.206, 2.276], [-2.156, 0.502, 1.574], [0.741, -0.724, -1.144]]}

No. 5
{"formula": "C6H15FNO", "method": "ωB97M-V with the def2-TZVPD basis set", "smiles": "C[N+](C)(CCO)CCF", "e_above_lowest_ev": 0.000, "total_charge": 1, "symbols": ["C", "N", "C", "C", "C", "O", "C", "C", "F", "H", "H", "H", "H", "H", "H", "H", "H", "H", "H", "H", "H", "H", "H", "H"], "positions_angstrom": [[-0.597, -0.474, 0.669], [0.314, 0.577, 0.114], [-0.142, 1.047, -1.219], [0.117, 1.783, 1.008], [0.595, 1.806, 2.517], [-0.379, 1.182, 3.352], [1.710, 0.004, 0.159], [2.050, -1.107, -0.827], [2.185, -0.536, -2.062], [-1.642, -0.179, 0.649], [-0.338, -0.706, 1.709], [-0.573, -1.409, 0.102], [-1.045, 1.673, -1.111], [0.645, 1.659, -1.727], [-0.391, 0.227, -1.856], [-0.965, 2.019, 1.102], [0.576, 2.623, 0.528], [1.587, 1.344, 2.636], [0.657, 2.853, 2.875], [-0.277, 1.409, 4.271], [1.871, -0.412, 1.165], [2.480, 0.785, -0.014], [3.010, -1.578, -0.515], [1.252, -1.889, -0.827]]}

No. 6
{"formula": "C29H37BrN7O3ReS2", "method": "ωB97M-V with the def2-TZVPD basis set", "e_above_lowest_ev": 0.000, "total_charge": 3, "multiplicity": 4, "symbols": ["Re", "C", "N", "C", "C", "C", "C", "C", "C", "N", "C", "C", "C", "C", "C", "C", "N", "C", "C", "C", "C", "C", "N", "H", "H", "H", "H", "H", "H", "H", "H", "H", "H", "H", "H", "H", "H", "H", "H", "H", "H", "C", "S", "O", "O", "O", "H", "H", "H", "C", "N", "C", "C", "S", "N", "C", "C", "H", "H", "H", "H", "H", "H", "H", "H", "H", "H", "H", "H", "Br", "C", "C", "C", "C", "C", "N", "H", "H", "H", "H"], "positions_angstrom": [[-0.807, 1.151, 0.767], [-3.255, 2.104, -0.575], [-1.845, 2.588, -0.493], [-1.244, 2.486, -1.871], [0.233, 2.257, -1.787], [1.121, 2.680, -2.747], [2.456, 2.296, -2.639], [2.842, 1.497, -1.580], [1.904, 1.116, -0.635], [0.625, 1.508, -0.729], [-1.724, 3.990, 0.008], [-0.663, 4.139, 1.067], [-0.357, 5.402, 1.534], [0.569, 5.545, 2.555], [1.179, 4.409, 3.061], [0.843, 3.176, 2.544], [-0.073, 3.028, 1.565], [-3.220, 0.615, -0.829], [-4.258, -0.074, -1.417], [-4.112, -1.437, -1.651], [-2.917, -2.058, -1.325], [-1.913, -1.321, -0.727], [-2.077, -0.014, -0.459], [-3.778, 2.617, -1.388], [-3.766, 2.339, 0.363], [-1.495, 3.377, -2.447], [-1.696, 1.631, -2.376], [0.779, 3.286, -3.573], [3.175, 2.619, -3.378], [3.863, 1.163, -1.465], [2.174, 0.511, 0.218], [-2.687, 4.310, 0.407], [-1.491, 4.650, -0.829], [-0.846, 6.264, 1.104], [0.811, 6.525, 2.941], [1.916, 4.465, 3.848], [1.328, 2.280, 2.897], [-5.159, 0.447, -1.709], [-4.917, -1.997, -2.107], [-2.753, -3.105, -1.532], [-0.942, -1.750, -0.494], [1.338, -2.014, 3.174], [1.049, -0.345, 2.699], [0.190, 0.320, 3.646], [2.280, 0.307, 2.361], [0.192, -0.464, 1.373], [1.343, -2.028, 4.260], [2.301, -2.313, 2.773], [0.552, -2.649, 2.780], [2.113, -4.873, -3.614], [1.936, -3.544, -3.034], [0.859, -2.780, -3.637], [2.437, -3.201, -1.831], [1.536, -2.190, -0.772], [3.637, -3.666, -1.471], [4.644, -4.113, -2.431], [4.058, -3.658, -0.074], [1.127, -5.256, -3.879], [2.548, -5.552, -2.888], [2.728, -4.852, -4.514], [0.903, -2.924, -4.716], [0.974, -1.722, -3.412], [-0.119, -3.117, -3.279], [4.409, -3.737, -3.423], [4.738, -5.198, -2.461], [5.603, -3.695, -2.129], [3.562, -4.454, 0.482], [3.824, -2.699, 0.388], [5.130, -3.824, -0.038], [-2.948, 3.159, 3.084], [-2.888, 1.293, 3.272], [-3.507, 0.777, 4.396], [-3.573, -0.593, 4.554], [-3.035, -1.396, 3.558], [-2.420, -0.798, 2.485], [-2.318, 0.541, 2.318], [-3.938, 1.449, 5.122], [-4.047, -1.022, 5.426], [-3.079, -2.474, 3.615], [-1.967, -1.409, 1.720]]}

Number 1: strongest force on any atom 0.0432 Eh/bohr. Number 2: strongest force on any atom 0.0295 Eh/bohr. Number 3: strongest force on any atom 0.0207 Eh/bohr. Number 4: strongest force on any atom 0.0699 Eh/bohr. Number 5: strongest force on any atom 0.0501 Eh/bohr. Number 6: strongest force on any atom 0.0127 Eh/bohr.